Computed, not measured: a structure of composition C30H26AuN11, with wB97M-V/def2-TZVPD.

Summary:
Kohn-Sham gap (spin up / spin down)	7.27 / 3.24	eV
calculated total energy	-1896.13784	Ha
LUMO (spin up / spin down)	-5.98 / -10.40	eV
HOMO energy (spin up / spin down)	-13.24 / -13.64	eV
charge	+2
multiplicity	3
relative energy (zero: lowest compared OMol25 entry of this formula, charge and spin)	176.62	kJ/mol

Atoms and positions in Å:
Au  -1.06  1.93  0.50
C  -0.18  6.35  0.61
C  -0.79  5.10  0.65
N  -0.07  3.98  0.65
C  1.26  4.07  0.58
C  1.84  5.34  0.53
N  1.13  6.45  0.56
C  2.06  2.83  0.55
C  3.44  2.95  0.55
C  4.25  1.83  0.51
C  3.58  0.62  0.49
C  2.20  0.54  0.51
N  1.42  1.65  0.52
C  1.64  -0.83  0.52
C  2.47  -1.94  0.28
N  2.02  -3.18  0.29
C  0.75  -3.38  0.58
C  -0.08  -2.30  0.86
N  0.36  -1.05  0.81
C  5.73  1.92  0.51
C  6.53  0.78  0.48
C  7.91  0.91  0.48
N  8.51  2.09  0.50
C  7.77  3.19  0.53
C  6.38  3.15  0.53
H  -0.76  7.26  0.63
H  -1.86  5.01  0.70
H  2.91  5.48  0.48
H  3.89  3.93  0.59
H  4.15  -0.29  0.48
H  3.53  -1.84  0.08
H  0.39  -4.40  0.58
H  -1.10  -2.46  1.16
H  6.12  -0.22  0.46
H  8.56  0.04  0.46
H  8.30  4.13  0.55
H  5.85  4.09  0.55
C  -2.97  2.98  0.38
H  -3.08  3.54  1.31
H  -3.80  2.29  0.29
H  -2.94  3.63  -0.48
C  -2.41  -0.27  -2.00
C  -3.03  -0.37  -0.67
N  -2.58  0.24  0.43
C  -3.44  -0.08  1.42
C  -4.46  -0.89  0.91
N  -4.20  -1.05  -0.40
C  -4.98  -1.84  -1.35
N  -4.25  -2.97  -1.81
N  -3.78  -3.01  -3.09
N  -3.16  -4.09  -3.27
C  -3.19  -4.85  -2.11
C  -2.68  -6.11  -1.82
C  -2.89  -6.60  -0.54
C  -3.60  -5.86  0.42
C  -4.12  -4.61  0.14
C  -3.90  -4.12  -1.14
H  -1.69  0.54  -1.99
H  -3.16  -0.10  -2.77
H  -1.88  -1.20  -2.26
H  -3.31  0.30  2.42
H  -5.34  -1.31  1.38
H  -5.22  -1.24  -2.23
H  -5.91  -2.16  -0.87
H  -2.16  -6.68  -2.58
H  -2.53  -7.58  -0.28
H  -3.74  -6.29  1.40
H  -4.68  -4.06  0.89

Computed, not measured: a structure of composition C30H26BrClInNO6P2, with wB97M-V/def2-TZVPD.

Summary:
Kohn-Sham gap	8.68	eV
calculated total energy	-5571.41386	Ha
LUMO	-5.85	eV
HOMO energy	-14.53	eV
charge	+2
multiplicity	1
relative energy (zero: lowest compared OMol25 entry of this formula, charge and spin)	0.00	kJ/mol

Atoms and positions in Å:
In  1.09  2.38  -0.18
O  0.91  0.84  1.22
P  -0.27  -0.10  1.53
C  -1.53  0.14  0.25
P  -0.99  0.20  -1.49
O  0.10  1.28  -1.60
C  -2.43  0.64  -2.42
C  -3.65  -0.02  -2.22
C  -4.76  0.35  -2.96
C  -4.66  1.38  -3.89
C  -3.45  2.04  -4.09
C  -2.33  1.67  -3.36
C  -0.31  -1.36  -2.00
C  -1.06  -2.29  -2.70
C  -0.50  -3.52  -3.04
C  0.81  -3.80  -2.69
C  1.58  -2.86  -2.00
C  1.02  -1.64  -1.66
C  0.24  -1.80  1.54
C  -0.58  -2.83  1.08
C  -0.14  -4.14  1.14
C  1.12  -4.43  1.64
C  1.94  -3.41  2.10
C  1.50  -2.10  2.06
C  -0.99  0.33  3.10
C  -1.85  -0.58  3.73
C  -2.45  -0.22  4.92
C  -2.18  1.02  5.49
C  -1.32  1.91  4.87
C  -0.72  1.57  3.66
H  -1.98  1.13  0.45
H  -2.34  -0.59  0.38
H  -3.73  -0.82  -1.49
H  -5.70  -0.16  -2.81
H  -5.53  1.67  -4.46
H  -3.38  2.83  -4.82
H  -1.39  2.18  -3.51
H  -2.08  -2.07  -3.00
H  -1.08  -4.24  -3.59
H  1.25  -4.75  -2.96
H  2.60  -3.08  -1.74
H  1.62  -0.91  -1.13
H  -1.56  -2.62  0.68
H  -0.78  -4.94  0.79
H  1.46  -5.46  1.69
H  2.92  -3.64  2.51
H  2.14  -1.30  2.43
H  -2.03  -1.56  3.31
H  -3.11  -0.91  5.42
H  -2.65  1.30  6.42
H  -1.11  2.87  5.32
H  -0.03  2.25  3.18
O  1.23  3.91  1.68
Cl  0.13  4.52  0.91
O  -0.36  5.71  1.44
O  0.70  4.65  -0.46
O  -0.87  3.44  0.77
Br  2.53  3.23  -2.85
C  3.73  2.40  -1.67
C  5.05  2.18  -2.01
C  5.86  1.57  -1.06
C  5.34  1.21  0.17
C  4.01  1.46  0.43
N  3.21  2.05  -0.49
H  5.42  2.48  -2.98
H  6.90  1.40  -1.29
H  5.95  0.75  0.93
H  3.54  1.20  1.37

Computed, not measured: a structure of composition C30H26BrKNO2S, with wB97M-V/def2-TZVPD.

Summary:
Kohn-Sham gap	6.09	eV
calculated total energy	-4936.29205	Ha
LUMO	2.22	eV
HOMO energy	-3.88	eV
charge	-1
multiplicity	1

Atoms and positions in Å:
K  0.26  0.23  -0.60
C  0.94  -2.15  1.93
C  2.14  -1.55  1.60
C  2.71  -1.76  0.35
C  2.07  -2.57  -0.57
C  0.87  -3.18  -0.24
C  0.30  -2.97  1.01
H  0.48  -1.97  2.90
H  2.63  -0.88  2.31
H  3.61  -1.24  0.07
H  2.47  -2.67  -1.57
H  0.35  -3.79  -0.97
H  -0.65  -3.43  1.26
C  2.82  1.96  6.42
C  1.70  1.02  5.94
C  2.35  -0.15  5.22
C  0.95  0.48  7.16
C  0.73  1.79  5.05
C  0.09  2.93  5.56
C  -0.80  3.67  4.81
C  -1.08  3.26  3.51
S  -2.14  3.94  2.33
C  -1.69  2.65  1.21
N  -0.82  1.81  1.68
C  -0.47  2.13  2.97
C  0.44  1.40  3.75
C  -2.32  2.64  -0.13
C  -2.95  3.82  -0.55
C  -3.58  3.87  -1.77
C  -3.59  2.73  -2.57
C  -2.95  1.58  -2.13
C  -2.29  1.45  -0.89
H  3.53  1.42  7.04
H  2.43  2.79  7.00
H  3.36  2.38  5.57
H  3.03  -0.67  5.90
H  2.94  0.18  4.36
H  1.61  -0.88  4.87
H  1.63  -0.06  7.82
H  0.15  -0.20  6.85
H  0.49  1.28  7.74
H  0.30  3.25  6.57
H  -1.28  4.55  5.23
H  0.90  0.53  3.31
H  -2.93  4.73  0.05
H  -4.06  4.78  -2.10
H  -4.08  2.75  -3.53
H  -2.97  0.72  -2.80
Br  -0.39  0.36  -8.01
C  0.90  0.93  -6.73
C  1.89  1.80  -7.14
C  2.83  2.22  -6.20
C  2.75  1.79  -4.89
C  1.75  0.90  -4.50
C  0.82  0.47  -5.43
C  1.68  0.40  -3.06
O  2.18  1.13  -2.18
O  1.12  -0.71  -2.89
H  1.94  2.15  -8.16
H  3.61  2.91  -6.50
H  3.44  2.12  -4.13
H  0.05  -0.23  -5.12

Computed, not measured: a structure of composition C30H26ClF6NO5PPbS2Se2Te2, with wB97M-V/def2-TZVPD.

Summary:
Kohn-Sham gap	6.66	eV
calculated total energy	-9318.78558	Ha
LUMO	1.99	eV
HOMO energy	-4.68	eV
charge	-1
multiplicity	1
relative energy (zero: lowest compared OMol25 entry of this formula, charge and spin)	0.00	kJ/mol

Atoms and positions in Å:
Pb  2.57  1.32  1.51
Cl  0.80  -1.20  3.74
C  -0.34  -2.32  3.11
C  -1.04  -3.06  4.12
C  -1.93  -4.03  3.73
C  -2.22  -4.20  2.39
C  -1.56  -3.49  1.41
C  -0.64  -2.49  1.77
P  0.14  -1.29  0.56
C  1.86  -2.00  0.34
C  2.41  -3.08  1.07
C  3.66  -3.55  0.76
C  4.36  -3.07  -0.30
C  3.89  -1.94  -0.97
C  2.63  -1.37  -0.65
C  -0.69  -1.79  -0.96
C  -0.46  -3.03  -1.60
C  -1.15  -3.34  -2.78
C  -2.03  -2.40  -3.31
C  -2.23  -1.19  -2.75
C  -1.53  -0.88  -1.59
H  -0.77  -2.79  5.19
H  -2.63  -4.56  4.38
H  -2.96  -4.89  2.04
H  -1.84  -3.58  0.38
H  1.89  -3.60  1.90
H  4.08  -4.37  1.33
H  5.35  -3.57  -0.56
H  4.51  -1.48  -1.76
H  2.33  -0.45  -1.12
H  0.30  -3.73  -1.20
H  -1.09  -4.34  -3.18
H  -2.57  -2.61  -4.19
H  -2.88  -0.42  -3.19
H  -1.61  0.12  -1.19
Se  2.69  3.07  3.48
Te  4.90  2.81  4.59
Te  6.45  2.22  2.45
Se  5.00  0.33  1.61
F  2.22  1.02  -4.65
C  1.10  1.68  -4.38
F  0.95  2.71  -5.21
F  0.06  0.94  -4.68
S  0.94  2.29  -2.64
O  1.20  1.15  -1.76
O  -0.40  2.83  -2.57
N  2.05  3.42  -2.67
S  3.20  3.68  -1.67
O  3.74  5.01  -1.81
O  2.93  3.19  -0.33
C  4.49  2.62  -2.37
F  4.76  2.99  -3.62
F  4.15  1.34  -2.41
F  5.55  2.76  -1.61
C  -4.09  -0.91  1.93
C  -3.53  0.42  1.46
C  -3.83  0.93  0.21
C  -3.23  2.07  -0.25
C  -3.51  2.59  -1.61
C  -2.37  2.80  0.63
C  -1.84  4.12  0.17
O  -1.55  5.00  0.95
C  -2.07  2.30  1.89
C  -1.17  3.00  2.90
C  -2.59  1.06  2.23
H  -4.60  -1.43  1.12
H  -4.75  -0.82  2.82
H  -3.29  -1.60  2.21
H  -4.48  0.43  -0.48
H  -4.32  2.06  -2.11
H  -2.63  2.51  -2.21
H  -3.86  3.62  -1.66
H  -1.85  4.30  -0.93
H  -1.61  3.87  3.33
H  -0.31  3.36  2.39
H  -0.86  2.35  3.69
H  -2.27  0.58  3.11

- What is the multiplicity in the fourth record?
  1